Record 1
Formula: CH3InO
Source: OMol25
Level of theory: ωB97M-V with the def2-TZVPD basis set

Geometry as ORCA input:
```
! wB97M-V def2-TZVPD RIJCOSX def2/J DEFGRID3
* xyz 2 1
H -2.80480 -5.24267 -21.19270
In -3.06674 -8.17193 -17.71070
H -2.66940 -6.65540 -22.07805
O -3.70925 -6.74938 -20.38694
H -4.35551 -5.87054 -22.04995
C -3.49527 -6.15304 -21.43486
*
```

Computed properties:
energy relative to the best compared isomer or geometry (same formula, charge and spin): 3.8 kcal per mole
gap between HOMO and LUMO: 5.34 eV

***

Record 2
Formula: C4H9NO2
Source: OMol25
Level of theory: ωB97M-V with the def2-TZVPD basis set

Geometry as ORCA input:
```
! wB97M-V def2-TZVPD RIJCOSX def2/J DEFGRID3
* xyz 0 1
O -1.62278 -1.03605 0.47196
C -0.61191 1.48491 2.44178
H 1.69690 -2.95161 -2.94817
H 0.09270 -2.16593 -3.09092
H -1.11895 1.92819 0.37227
C -0.64066 -1.09703 -0.15693
H 0.04611 3.05186 1.07798
H 1.57436 -1.15926 -3.00970
C 1.09906 -2.08418 -2.66308
H 0.56208 1.42696 0.60367
C -0.25932 2.00002 1.04945
N 0.40995 -0.96598 -0.79424
H 0.25328 1.52929 3.11245
H -1.41268 2.08089 2.89336
H -0.95366 0.44508 2.40786
O 1.05347 -2.12797 -1.24394
*
```

Computed properties:
energy relative to the best compared isomer or geometry (same formula, charge and spin): 85.7 kcal per mole
gap between HOMO and LUMO: 10.58 eV
structure (SMILES): CON=C=O.CC

***

Record 3
Formula: C5H20O8
Source: OMol25
Level of theory: ωB97M-V with the def2-TZVPD basis set

Geometry as ORCA input:
```
! wB97M-V def2-TZVPD RIJCOSX def2/J DEFGRID3
* xyz 0 1
O -0.51857 -0.59426 -3.50908
C 1.18777 -0.53682 -1.82925
H -0.66137 -1.68747 3.64237
H -0.76261 1.75015 2.26173
O -0.03461 1.19160 2.42276
H -3.07713 1.51350 -1.12871
C -1.19989 0.57882 -1.39129
H -1.90427 0.00731 -2.06604
C 0.77248 -0.39294 -3.31441
C 0.10708 -0.09313 -0.82704
O -0.39264 -1.48886 2.79725
O 2.58856 -0.94146 2.27589
H 3.15028 0.64550 1.30474
H -0.27883 -0.57540 2.76468
H -2.13122 -2.35358 0.42990
H -0.71548 -0.53436 -4.40838
H -1.57507 -2.38154 1.76302
H 0.57814 0.59812 -0.14618
H 1.82818 -0.41955 2.57931
H 2.23222 0.05005 -1.69888
O 1.59687 -0.17604 -4.21695
O -2.30182 -2.76236 1.25125
H 0.63476 1.27353 1.75561
H -0.76256 1.35521 -2.09122
C -2.12930 1.16838 -0.40582
H -1.41463 2.95910 -0.21688
H 2.28287 -1.53898 1.45419
O 2.57171 1.30047 0.89885
O -1.77227 2.28124 0.42074
H 1.67510 -1.58855 -1.56431
H -2.64088 0.38458 0.25167
H -0.24615 -0.92872 -0.21040
H 3.31328 1.93648 0.75089
*
```

Computed properties:
energy relative to the best compared isomer or geometry (same formula, charge and spin): 0.0 kcal per mole
gap between HOMO and LUMO: 10.71 eV
structure (SMILES): O=C(O)CCCCO.O.O.O.O.O

***

Record 4
Formula: C9H38AsF6N18O10
Source: OMol25
Level of theory: ωB97M-V with the def2-TZVPD basis set

Geometry as ORCA input:
```
! wB97M-V def2-TZVPD RIJCOSX def2/J DEFGRID3
* xyz 0 2
H 17.29616 13.52565 -23.76854
H 15.06757 15.56881 -21.72144
H 13.65364 8.02532 -25.30830
N 9.20990 10.52133 -27.17549
H 12.27267 12.71512 -30.25087
H 19.95524 14.97814 -26.49317
N 18.19179 14.85184 -27.68480
N 11.55162 13.04746 -29.62658
H 8.69219 9.65882 -27.08516
H 17.80759 9.61654 -25.25298
H 20.44643 13.26238 -23.25183
O 9.62734 13.43435 -28.89685
F 15.05005 14.71391 -26.65376
H 18.46218 15.73569 -27.27760
N 9.99281 12.88373 -31.04545
O 15.30340 14.67683 -21.46650
H 11.34920 12.50908 -25.96710
C 10.97211 16.57346 -27.99477
C 17.45835 10.64867 -23.60533
H 17.31957 14.63361 -28.14490
H 14.18454 9.77919 -25.28487
H 10.74710 12.82944 -31.71492
N 14.62175 9.87961 -27.54403
N 11.31480 13.41647 -23.03009
O 17.97392 17.54779 -27.00726
H 17.78835 9.71457 -21.88751
O 10.45114 15.45710 -23.42105
N 20.27718 14.57690 -27.36234
H 8.72869 11.22676 -27.71484
C 10.02209 10.85201 -26.25651
H 21.19085 14.14643 -27.36227
F 14.14710 12.39885 -27.19088
C 10.31577 13.07642 -29.81067
N 10.74110 11.93479 -26.53324
H 17.49886 14.73566 -25.02821
C 19.26131 14.13405 -27.98291
H 17.17528 19.03755 -24.42221
H 11.10276 17.29154 -29.81683
O 17.00647 11.69461 -23.16498
N 17.78214 18.80409 -25.19507
H 10.52285 12.25136 -27.46718
F 12.79991 13.71135 -25.49694
N 17.83237 9.62977 -22.89298
N 19.47551 13.47237 -23.06927
C 14.04977 8.83374 -26.97514
H 15.92114 17.82979 -24.86090
H 16.10327 16.38558 -25.92038
N 12.09533 15.95777 -28.38307
C 17.39746 17.85948 -26.03419
H 14.73503 10.85366 -27.30217
F 14.91495 14.18589 -24.12413
H 14.97648 9.62764 -28.45550
O 19.27116 13.15151 -28.77471
C 10.70128 14.49837 -22.68565
As 14.52520 13.29903 -25.62245
H 10.76353 13.74430 -20.91769
O 19.81457 15.19680 -24.48168
F 14.29036 11.81173 -24.69131
H 11.94788 13.59831 -23.79576
C 19.05730 14.43609 -23.88009
O 10.15194 10.22160 -25.26352
N 17.80828 14.29658 -24.17289
H 9.87148 18.03472 -28.89414
H 18.49077 19.42038 -25.56672
N 10.60594 17.34286 -28.93898
H 11.57659 12.72423 -22.34280
O 13.77258 7.83485 -27.63572
H 9.01948 12.96297 -31.30322
H 12.28241 16.10684 -29.36434
H 18.39152 8.92500 -23.35205
N 16.37487 17.30140 -25.59236
H 18.79031 12.78613 -22.78702
H 10.02904 15.40482 -21.20979
N 14.03735 8.87189 -25.70350
H 17.42197 11.36326 -25.38075
H 15.18790 14.16072 -22.26432
H 11.83405 13.31089 -28.69334
F 16.21513 12.66161 -25.75585
O 10.57703 16.63791 -26.88640
N 17.66255 10.53412 -24.85660
H 12.69536 15.44508 -27.75283
N 10.36224 14.48786 -21.47104
*
```

Computed properties:
<S²>: 0.758
gap between HOMO and LUMO (alpha / beta): 7.53 / 1.81 eV

***

Record 5
Formula: C23H11AuF15N3Se
Source: OMol25
Level of theory: ωB97M-V with the def2-TZVPD basis set

Geometry as ORCA input:
```
! wB97M-V def2-TZVPD RIJCOSX def2/J DEFGRID3
* xyz -2 1
F 2.91868 5.78610 -1.23227
H 3.36809 -0.96498 1.59837
H -0.66109 -0.78633 4.27542
C 1.03262 3.33391 -3.05851
H 1.56861 -1.54221 2.99754
C 2.13811 4.71815 -1.51646
C 1.94161 -2.87250 -1.58433
C 3.95283 -3.17690 -2.86639
F -5.48519 0.99400 1.24571
F -7.74698 -0.39303 1.29904
C 0.57864 2.54466 -2.03051
F 5.83818 -1.90296 -2.27703
C 2.50532 -1.90115 -0.70503
C -4.33167 -0.67899 -0.00225
C 3.85754 -1.62329 -1.02676
F 4.55069 -0.66516 -0.35777
N 0.37639 1.93281 0.27065
H -1.16737 1.42946 2.48031
C -0.75487 -0.93225 3.18053
F 0.69586 3.02935 -4.32956
C 0.63498 2.23425 1.66314
C -6.76106 -2.14980 0.08635
F 2.27902 5.22143 -3.84518
C -5.47631 -0.20128 0.63311
H -1.77089 -0.67267 2.87778
C -4.47182 -1.93930 -0.57582
F 2.09816 4.32460 0.76052
C 2.39331 -0.56004 1.30149
H 2.08001 0.12173 3.32356
H 0.27994 3.23826 1.93703
C 1.82518 4.44707 -2.82706
F -0.19577 1.50154 -2.37719
C -6.66702 -0.90626 0.67568
Se -2.74569 0.36775 -0.09658
N 1.75907 -1.39992 0.29279
C 1.68435 3.92275 -0.47879
F 2.00246 -4.39593 -3.37711
Au -0.23869 -0.51172 -0.10439
F 4.63313 -3.79047 -3.86334
H 0.17288 1.59631 3.64975
H 1.70793 2.21800 1.90791
C -5.64902 -2.66664 -0.54264
N 0.18079 -0.12262 2.43023
C 0.86480 2.76267 -0.64589
F 0.66851 -3.25277 -1.39765
F -5.72509 -3.87961 -1.12101
C 1.56514 -0.52676 2.59318
C 4.54990 -2.24246 -2.05490
H 2.56305 0.45987 0.93890
F -7.91647 -2.84397 0.12440
F -3.43960 -2.51288 -1.20587
C -0.09134 1.29231 2.61567
C 2.62323 -3.47579 -2.61223
H -0.59308 -1.98639 2.95345
*
```

Computed properties:
energy relative to the best compared isomer or geometry (same formula, charge and spin): 16.5 kcal per mole
gap between HOMO and LUMO: 5.72 eV